Record 1
A cluster of 3 separate species, C3H12N2O3 in total, computed with ωB97M-V/def2-TZVPD.

Results
**LUMO**: 0.02552 Ha
**Multiplicity**: 1
**Structure (SMILES)**: CNC(=O)CN.O.O
**Net charge**: 0
**Kohn-Sham gap**: 10.073 eV
**E_HOMO**: -0.3447 Ha

Positions of all 20 atoms, in Å:
C -1.529 -1.402 -0.985
N -0.059 -1.237 -0.752
C 0.301 0.056 -0.355
O -0.588 0.719 0.226
C 1.587 0.603 -0.957
N 2.722 -0.082 -0.185
H -1.845 -0.733 -1.813
H -1.686 -2.513 -1.146
H -2.232 -1.275 -0.003
H 0.476 -1.906 -1.152
H 1.656 1.761 -0.769
H 1.683 0.425 -2.021
H 3.568 -0.387 -0.590
H 2.854 0.364 0.702
O -2.533 -1.318 2.509
H -1.776 -1.803 2.854
H -2.218 -0.477 2.204
O 0.041 3.277 0.462
H -0.125 3.551 1.288
H -0.298 2.375 0.483

=====

Record 2
A structure of composition C46H51BCaN8O4, computed with ωB97M-V/def2-TZVPD.

Results
**LUMO**: 0.14438 Ha
**Multiplicity**: 1
**Net charge**: -2
**Kohn-Sham gap**: 5.931 eV
**E_HOMO**: -0.0736 Ha

Positions of all 111 atoms, in Å:
Ca 0.730 0.051 0.115
N 1.922 -2.336 0.839
C 2.819 -2.114 1.991
C 3.122 -0.644 2.328
O 4.106 -0.449 3.074
N 2.296 0.232 1.802
C 2.600 1.629 2.043
C 1.480 2.606 1.642
O 1.490 3.735 2.143
O 0.613 2.190 0.794
H 2.065 -3.275 0.476
H 2.250 -1.759 0.058
H 3.793 -2.598 1.860
H 2.350 -2.557 2.877
H 3.480 1.944 1.459
H 2.858 1.827 3.088
C -1.481 -5.160 -1.218
C -0.843 -3.891 -1.677
C -0.025 -3.718 -2.769
C 0.272 -2.343 -2.788
N -0.298 -1.738 -1.747
N -0.995 -2.691 -1.078
B -2.043 -2.332 0.021
N -1.478 -2.203 1.449
N -0.937 -1.044 1.888
C -0.633 -1.220 3.166
C -0.971 -2.523 3.571
C -1.510 -3.114 2.449
C -2.048 -4.500 2.320
C -0.071 -0.138 3.989
C -0.409 1.190 3.744
C 0.131 2.202 4.523
C 1.002 1.896 5.559
C 1.341 0.574 5.809
C 0.805 -0.438 5.030
N -2.808 -1.064 -0.396
N -2.225 0.157 -0.477
C -3.149 0.979 -0.957
C -4.349 0.283 -1.206
C -4.090 -1.012 -0.826
C -5.002 -2.193 -0.854
C -2.904 2.415 -1.177
C -3.648 3.110 -2.133
C -3.438 4.464 -2.348
C -2.477 5.145 -1.612
C -1.736 4.460 -0.659
C -1.949 3.106 -0.440
C 1.019 -1.638 -3.843
C 1.883 -2.363 -4.663
C 2.593 -1.743 -5.679
C 2.434 -0.385 -5.900
C 1.557 0.340 -5.106
C 0.854 -0.278 -4.082
H -1.282 -5.941 -1.951
H -2.560 -5.056 -1.103
H -1.081 -5.492 -0.259
H 0.261 -4.476 -3.479
H -2.811 -3.255 0.043
H -0.873 -2.959 4.551
H -2.174 -4.927 3.316
H -1.368 -5.148 1.766
H -3.011 -4.518 1.809
H -1.063 1.429 2.916
H -0.088 3.232 4.279
H 1.445 2.693 6.144
H 2.055 0.332 6.587
H 1.104 -1.467 5.189
H -5.283 0.676 -1.571
H -5.978 -1.889 -1.233
H -5.137 -2.621 0.141
H -4.615 -2.984 -1.498
H -4.383 2.578 -2.725
H -4.018 4.984 -3.101
H -2.304 6.201 -1.785
H -0.978 4.959 -0.067
H -1.351 2.621 0.322
H 2.031 -3.419 -4.474
H 3.286 -2.319 -6.281
H 3.007 0.117 -6.671
H 1.437 1.401 -5.266
H 0.182 0.295 -3.457
C 4.309 -2.664 -2.062
C 4.708 -1.363 -1.370
C 6.114 -1.469 -0.779
C 4.545 -0.138 -2.248
C 5.523 0.262 -3.147
C 5.455 1.483 -3.806
C 4.415 2.350 -3.486
C 3.399 1.983 -2.620
C 2.359 2.990 -2.168
C 3.011 4.124 -1.372
C 1.505 3.564 -3.300
C 3.383 0.660 -2.073
O 2.376 0.219 -1.391
H 4.440 -3.520 -1.391
H 4.919 -2.835 -2.954
H 3.267 -2.625 -2.374
H 4.023 -1.214 -0.530
H 6.865 -1.668 -1.549
H 6.160 -2.281 -0.050
H 6.386 -0.543 -0.271
H 6.380 -0.385 -3.312
H 6.228 1.777 -4.507
H 4.398 3.348 -3.917
H 1.687 2.477 -1.483
H 3.551 4.815 -2.030
H 3.722 3.726 -0.647
H 2.253 4.685 -0.822
H 2.125 3.936 -4.123
H 0.899 4.397 -2.936
H 0.816 2.820 -3.700